1.
ORCA calculation (ωB97M-V/def2-TZVPD) on a gas-phase ion, C4H8NO3 (charge -1).

The geometry in ORCA input format:
```
! wB97M-V def2-TZVPD RIJCOSX def2/J DEFGRID3
* xyz -1 1
O -2.145 1.403 -0.150
O -0.410 0.216 1.948
O -0.329 -1.585 0.344
N -2.014 0.031 -0.265
C -0.523 -0.327 -0.287
C 0.189 -0.078 -1.586
C 0.229 -0.160 0.905
C 1.763 -0.233 0.907
H 2.337 -0.631 1.767
H 1.104 0.427 -1.319
H -2.333 -0.508 0.579
H 1.946 0.860 0.665
H 2.034 -0.847 0.079
H -0.494 0.585 -2.094
H 0.489 -1.001 -2.140
H -1.843 1.847 0.647
*
```

- E_HOMO: -3.2 eV
- Molar mass: 118.11 g/mol

2.
ORCA calculation (ωB97M-V/def2-TZVPD) on 2 unconnected molecules or ions with the total composition C4H8NO3.

The geometry in ORCA input format:
```
! wB97M-V def2-TZVPD RIJCOSX def2/J DEFGRID3
* xyz -1 1
O 1.378 1.783 1.658
O 1.232 -0.046 -2.270
O -1.498 -1.070 0.843
N 1.914 -0.071 0.018
C 0.208 1.241 1.227
C -0.457 -1.077 0.028
C 0.494 0.057 0.308
C 1.217 0.544 -1.216
H -3.233 -1.600 -0.537
H 2.175 0.594 0.791
H 0.133 -2.023 -0.006
H -0.379 1.903 0.525
H -0.458 1.020 2.062
H -0.715 -0.962 -1.058
H -3.226 -1.943 -1.210
H 1.216 1.652 -1.162
*
```

- E_HOMO: -4.1 eV
- Molar mass: 118.11 g/mol

3.
ORCA calculation (ωB97M-V/def2-TZVPD) on a gas-phase ion, C4H8NO3 (charge -1).

The geometry in ORCA input format:
```
! wB97M-V def2-TZVPD RIJCOSX def2/J DEFGRID3
* xyz -1 1
O -2.365 -0.493 -0.992
O -2.051 -1.850 0.742
O 2.670 1.197 -0.434
N 0.905 -0.974 -0.745
C -1.756 -0.825 0.177
C -0.798 0.247 0.588
C 0.435 0.356 -0.315
C 1.609 1.126 0.352
H -0.487 0.131 1.630
H -2.851 -1.282 -1.262
H 1.749 0.574 1.341
H -1.356 1.175 0.454
H 1.210 2.107 0.711
H 1.007 -1.573 0.067
H 1.858 -0.805 -1.070
H 0.221 0.890 -1.245
*
```

- E_HOMO: -2.7 eV
- Molar mass: 118.11 g/mol

4.
ORCA calculation (ωB97M-V/def2-TZVPD) on 2 unconnected molecules or ions with the total composition C4H8NO3.

The geometry in ORCA input format:
```
! wB97M-V def2-TZVPD RIJCOSX def2/J DEFGRID3
* xyz -1 1
O 3.216 -0.341 -1.220
O -3.200 -0.088 1.022
O 1.211 -0.385 -2.140
N -1.614 0.104 -0.659
C -2.094 -0.406 0.627
C 1.753 1.307 -0.391
C -1.167 -1.131 1.492
C 2.084 0.070 -1.349
H 1.757 2.328 -0.689
H -1.475 -2.151 1.660
H -0.671 0.127 -0.922
H 2.671 1.119 0.344
H -0.980 -0.548 2.418
H -0.076 -1.255 1.090
H -2.254 0.259 -1.368
H 0.840 0.991 0.088
*
```

- E_HOMO: -4.2 eV
- Molar mass: 118.11 g/mol

Which structure loses on stability? 2 does.

1.
ORCA calculation (ωB97M-V/def2-TZVPD) on 2 unconnected molecules or ions with the total composition C4H8NO3.

The geometry in ORCA input format:
```
! wB97M-V def2-TZVPD RIJCOSX def2/J DEFGRID3
* xyz -1 1
O 2.407 -1.440 1.182
O -0.398 2.249 0.782
O -0.379 -0.875 -2.391
N 0.094 -1.195 0.776
C -0.228 1.326 -0.199
C -1.220 -0.736 -1.390
C 1.367 -1.132 0.510
C -0.702 -0.144 0.031
H -0.714 1.628 -1.286
H -1.743 -1.586 -0.969
H 0.884 1.155 -0.532
H 1.661 0.677 2.625
H 1.349 1.251 2.308
H -1.710 -0.127 0.633
H -2.163 -0.090 -1.482
H 1.493 -0.961 -0.599
*
```

- E_HOMO: -4.6 eV
- Molar mass: 118.11 g/mol

2.
ORCA calculation (ωB97M-V/def2-TZVPD) on 2 unconnected molecules or ions with the total composition C4H8NO3.

The geometry in ORCA input format:
```
! wB97M-V def2-TZVPD RIJCOSX def2/J DEFGRID3
* xyz -1 1
O 1.083 -1.804 -1.025
O 0.141 0.156 -1.410
O -0.886 0.342 3.767
N -0.066 -0.514 1.838
C 0.645 -0.906 -1.749
C -0.524 1.866 2.032
C 0.462 -1.117 -3.338
C -0.491 0.520 2.639
H 1.417 -0.748 -3.878
H -0.155 -1.524 1.851
H 0.266 -2.161 -3.522
H -0.458 -0.498 -3.532
H -1.568 2.141 1.827
H -0.081 1.913 0.996
H 0.176 -0.210 0.901
H 0.040 2.546 2.605
*
```

- E_HOMO: -4.5 eV
- Molar mass: 118.11 g/mol

3.
ORCA calculation (ωB97M-V/def2-TZVPD) on 2 unconnected molecules or ions with the total composition C4H8NO3.

The geometry in ORCA input format:
```
! wB97M-V def2-TZVPD RIJCOSX def2/J DEFGRID3
* xyz -1 1
O 0.281 2.058 -1.071
O -1.869 -3.092 1.122
O 1.031 0.513 0.310
N -0.133 -1.842 0.458
C -2.351 -1.108 -0.205
C 2.484 2.493 -0.127
C 1.171 1.544 -0.348
C -1.459 -2.056 0.575
H 3.322 2.164 -0.683
H 0.139 -1.029 0.052
H 0.596 -2.646 0.882
H 2.110 3.440 -0.641
H 2.649 2.426 0.925
H -2.676 -0.244 0.400
H -3.372 -1.579 -0.421
H -1.924 -1.045 -1.227
*
```

- E_HOMO: -4.3 eV
- Molar mass: 118.11 g/mol

Which structure loses on stability? 1 does.

1.
ORCA calculation (ωB97M-V/def2-TZVPD) on 2 unconnected molecules or ions with the total composition C5H7N2O3S.

The geometry in ORCA input format:
```
! wB97M-V def2-TZVPD RIJCOSX def2/J DEFGRID3
* xyz -1 1
S 2.292 -0.515 -0.023
O 3.314 0.527 -0.338
O 2.175 -0.911 1.361
O 2.124 -1.661 -0.857
N -3.159 -0.688 -0.127
N -0.945 -0.318 0.074
C -2.502 -1.843 0.246
C 0.884 1.962 0.201
C -1.113 -1.609 0.327
C 1.016 0.655 -0.573
C -2.112 0.211 -0.287
H 1.520 2.722 -0.122
H -2.189 1.305 -0.312
H -0.105 2.358 -0.041
H -0.225 -2.183 0.268
H 0.874 1.855 1.324
H -2.866 -2.738 0.468
H 1.019 0.870 -1.590
*
```

- E_HOMO: -4.6 eV
- Molar mass: 175.19 g/mol

2.
ORCA calculation (ωB97M-V/def2-TZVPD) on a gas-phase ion, C5H7N2O3S (charge -1).

The geometry in ORCA input format:
```
! wB97M-V def2-TZVPD RIJCOSX def2/J DEFGRID3
* xyz -1 1
S 2.272 0.732 0.046
O 1.588 1.966 -0.388
O 2.469 0.644 1.469
O 3.435 0.354 -0.801
N -1.397 2.219 0.769
N -1.814 1.274 -0.064
C 1.078 -0.489 -0.448
C -1.525 0.126 0.308
C -0.698 -2.051 -0.504
C 0.602 -1.733 -0.005
C -1.706 -1.139 -0.479
H -1.042 3.005 0.220
H -2.646 -1.323 -0.998
H 1.135 -2.331 0.788
H -0.953 -2.952 -1.108
H -0.932 -0.114 1.236
H -0.550 1.973 1.311
H 0.683 -0.161 -1.353
*
```

- E_HOMO: -4.9 eV
- Molar mass: 175.19 g/mol

Which structure loses on stability? 1 does.

1.
ORCA calculation (ωB97M-V/def2-TZVPD) on a molecular structure, C6H7FS.

The geometry in ORCA input format:
```
! wB97M-V def2-TZVPD RIJCOSX def2/J DEFGRID3
* xyz 0 1
S -0.593 1.196 -1.591
F 1.797 0.495 0.923
C 0.506 -2.535 0.087
C 0.812 0.133 0.030
C 0.659 -1.326 0.070
C -1.622 0.296 0.977
C 1.138 0.676 -1.392
C -0.510 0.888 0.254
H -0.251 1.838 0.788
H 0.511 -3.589 -0.048
H -1.290 0.140 1.971
H 1.826 1.521 -1.361
H -2.530 0.956 0.962
H 1.415 -0.041 -2.115
H -1.866 -0.647 0.444
*
```

- E_HOMO: -8.9 eV
- Molar mass: 130.19 g/mol

2.
ORCA calculation (ωB97M-V/def2-TZVPD) on C6H7FS in the gas phase.

The geometry in ORCA input format:
```
! wB97M-V def2-TZVPD RIJCOSX def2/J DEFGRID3
* xyz 0 1
S 0.461 1.983 -0.661
F 2.678 0.141 0.652
C 1.848 -0.475 -0.199
C -1.767 -0.247 0.042
C -0.640 -0.652 -0.869
C 0.507 0.203 -0.336
C 0.006 1.069 0.786
C -1.463 0.657 0.939
H -2.805 -0.602 0.024
H -0.274 -1.678 -0.878
H 0.600 1.253 1.647
H -0.990 -0.488 -1.867
H 2.333 -0.573 -1.198
H -2.132 0.947 1.731
H 1.638 -1.537 0.186
*
```

- E_HOMO: -8.8 eV
- Molar mass: 130.19 g/mol

Which structure loses on stability? 1 does.

1.
ORCA calculation (ωB97M-V/def2-TZVPD) on 2 unconnected molecules or ions with the total composition C4H8NOP.

The geometry in ORCA input format:
```
! wB97M-V def2-TZVPD RIJCOSX def2/J DEFGRID3
* xyz 0 1
P 0.961 -1.164 0.226
O -1.625 0.150 -0.774
N 0.750 2.166 -1.193
C 0.186 0.422 0.525
C 0.726 -1.343 -1.559
C -0.292 0.801 1.848
C 0.519 1.350 -0.430
H 1.681 -0.899 -1.960
H -0.217 -1.970 0.623
H 0.211 0.273 2.687
H 0.817 -2.459 -1.515
H -1.456 0.833 2.168
H -0.055 1.892 2.021
H -0.190 -1.056 -1.847
H -2.015 1.005 -0.819
*
```

- E_HOMO (spin up / spin down): -10.0 / -9.0 eV
- Molar mass: 117.09 g/mol

2.
ORCA calculation (ωB97M-V/def2-TZVPD) on 2 unconnected molecules or ions with the total composition C4H8NOP.

The geometry in ORCA input format:
```
! wB97M-V def2-TZVPD RIJCOSX def2/J DEFGRID3
* xyz 0 1
P 1.789 -1.452 0.300
O -2.242 0.607 -2.270
N 0.801 -1.734 -0.874
C -0.035 1.082 0.068
C -0.448 0.123 -0.885
C -1.337 -0.161 -1.873
C -0.596 0.710 1.426
H -1.558 0.261 1.501
H 2.329 -0.304 0.574
H -0.673 1.397 2.309
H 1.170 1.120 0.013
H -1.399 -1.202 -2.412
H -0.106 -0.086 1.911
H -0.534 1.927 -0.400
H 2.840 -2.289 0.613
*
```

- E_HOMO (spin up / spin down): -7.6 / -7.6 eV
- Molar mass: 117.09 g/mol

Which structure loses on stability? 2 does.

1.
ORCA calculation (ωB97M-V/def2-TZVPD) on C2H8N2O in the gas phase.

The geometry in ORCA input format:
```
! wB97M-V def2-TZVPD RIJCOSX def2/J DEFGRID3
* xyz 0 1
O -0.143 -1.684 -0.075
N -0.372 -0.326 -0.463
N 0.141 0.626 1.701
C -0.843 0.506 0.660
C 0.692 0.157 -1.314
H 1.020 0.865 1.168
H 0.487 1.194 -1.571
H 0.300 -0.279 2.133
H -0.855 -2.192 -0.485
H 1.672 0.075 -0.830
H -1.060 1.490 0.237
H 0.696 -0.446 -2.222
H -1.735 0.014 1.061
*
```

- E_HOMO: -8.4 eV
- Molar mass: 76.10 g/mol

2.
ORCA calculation (ωB97M-V/def2-TZVPD) on 2 unconnected molecules or ions with the total composition C2H8N2O.

The geometry in ORCA input format:
```
! wB97M-V def2-TZVPD RIJCOSX def2/J DEFGRID3
* xyz 0 1
O 0.641 -0.350 -3.121
N -1.355 0.716 1.749
N -0.083 -1.209 2.281
C -0.274 0.121 2.048
C 0.919 0.883 -2.486
H 0.364 1.036 -1.556
H -2.080 0.008 1.578
H -0.875 -1.803 2.426
H 0.864 -1.468 2.463
H 1.984 0.928 -2.278
H 0.057 -0.868 -2.546
H 0.753 1.699 -3.176
H 0.620 0.741 2.164
*
```

- E_HOMO: -9.5 eV
- Molar mass: 76.10 g/mol

Which structure loses on stability? 1 does.